Formula: C23H37FIrN3O4PSi
Source: the OMol25 dataset
Level of theory: ωB97M-V/def2-TZVPD

Last column: Löwdin charge in e.
Atoms and positions in Å:
C -1.079 0.524 -2.717  -0.52
N -1.322 -0.794 0.776  -0.17
C -0.720 -2.666 2.916  -0.15
O 4.872 1.551 4.069  0.17
O 2.322 0.430 0.337  -0.27
H -3.198 -3.860 1.255  0.05
H 2.916 -1.296 -1.152  0.05
H 1.574 2.892 -0.125  0.07
H -0.756 0.696 -3.750  0.11
H 0.800 -4.089 0.388  0.07
N 0.326 0.838 3.633  0.07
C -3.750 -0.881 1.128  0.02
P 0.551 0.447 -1.867  1.01
H 3.131 -2.206 -2.651  0.10
H -3.763 -1.952 1.018  0.08
H -2.757 -0.708 -3.248  0.10
C 0.510 -3.080 0.074  -0.16
C 1.453 -0.664 -4.263  -0.07
H 0.463 -0.728 -4.712  0.08
H -1.882 -4.779 0.561  0.06
H -5.853 -0.770 1.430  0.13
C 2.477 1.200 3.961  0.00
H 3.388 1.690 -1.560  0.08
H 0.801 -1.767 -2.550  0.07
Ir 0.362 0.089 0.501  1.34
H -2.721 -3.622 -0.449  0.05
C 2.847 -1.240 -2.234  -0.09
C 3.050 0.726 1.408  -0.49
C 1.231 1.176 4.565  0.06
C -1.966 1.704 -2.329  -0.07
H -2.118 -1.073 -1.654  0.05
H -1.269 -1.628 -3.104  0.08
H -2.340 1.624 -1.309  0.06
O 3.627 1.788 5.893  0.16
H 0.963 1.382 5.589  0.16
C -1.835 -0.803 -2.673  -0.08
C 2.218 0.858 2.633  -0.12
H 0.816 2.430 -3.051  0.12
H -5.878 1.697 1.652  0.14
H -2.833 1.713 -2.990  0.10
H 3.145 3.132 -2.544  0.10
H 0.188 -2.144 3.224  0.03
H 1.219 4.098 -1.350  0.10
C -2.529 -0.177 1.007  -0.28
C -4.946 1.178 1.475  0.02
H -1.571 -2.241 3.453  0.05
F -1.446 1.921 1.042  0.03
N 0.918 0.643 2.447  -0.08
H -0.624 -3.703 3.250  0.06
C -2.358 -3.791 0.566  -0.16
H 3.580 -0.510 -2.571  0.08
H 1.895 0.295 -4.530  0.08
H 4.783 1.325 3.122  0.09
H -0.079 3.082 -0.733  0.05
C -4.931 -0.211 1.352  -0.01
H 3.092 1.551 -3.300  0.07
C -2.606 1.229 1.140  -0.23
C 1.442 -0.903 -2.745  -0.51
C 1.321 2.104 -2.133  -0.50
H -1.464 2.663 -2.439  0.08
H 2.066 -1.440 -4.721  0.10
C 0.973 3.090 -1.014  -0.11
O 4.238 0.893 1.385  0.16
Si -0.985 -2.658 1.082  0.50
C 2.828 2.099 -2.399  -0.08
H -0.673 0.766 3.737  0.17
H 0.265 -3.138 -0.987  0.04
C 3.727 1.543 4.727  -0.48
C -3.766 1.913 1.372  0.04
H -3.747 2.990 1.466  0.15
H 1.386 -2.445 0.218  0.02

Output
Total charge = +2
E_tot = -59821.22054 eV
Lowest unoccupied orbital energy (alpha / beta) = -9.20 / -8.90 eV
Multiplicity = 2
Energy above the lowest of the compared OMol25 structures with the same formula, charge and spin = 0.0 kcal per mole

Formula: C23H37FeO3
Source: the OMol25 dataset
Level of theory: ωB97M-V/def2-TZVPD

Last column: Löwdin charge in e.
Atoms and positions in Å:
H -1.322 -8.321 0.920  0.11
H 2.021 3.549 -0.954  0.08
C -0.325 3.650 -1.093  -0.40
C -1.176 2.600 -1.769  -0.15
H -2.932 -6.589 0.413  0.12
H 2.645 -1.175 0.862  0.08
H 1.869 1.138 -2.215  0.07
C 1.736 1.793 1.746  -0.17
O 0.126 -0.551 -0.187  -0.21
C -0.335 5.650 2.213  -0.07
C 1.021 1.796 -1.934  -0.23
C -1.591 -8.259 -0.147  -0.17
H -0.442 6.745 2.157  0.07
H 0.173 -3.591 -0.426  0.10
H 0.620 -6.447 0.080  0.12
H -1.291 0.758 2.998  0.08
H 0.683 5.395 2.577  0.08
C -0.395 1.288 2.615  -0.18
H 1.220 -0.295 2.443  0.07
H 0.531 -6.172 -1.673  0.12
H -0.768 -1.507 1.524  0.11
C -0.535 5.243 0.689  -0.52
H 0.493 7.062 0.205  0.08
C -0.009 -6.598 -0.815  -0.21
O -1.259 -5.890 -0.642  -0.15
C 1.012 2.996 1.925  -0.19
H 1.558 -2.701 -2.444  0.09
H 1.496 -0.950 -2.693  0.07
O -0.683 3.781 0.316  -0.25
C -1.988 5.552 0.427  -0.06
H 0.722 5.903 -1.080  0.07
C -0.282 2.700 2.449  -0.18
H 1.072 -2.993 1.043  0.12
C 0.491 -2.707 0.154  -0.08
H 0.532 -8.746 -0.626  0.11
C 1.105 3.078 -1.363  -0.12
H 2.809 -0.187 -0.623  0.08
C -2.282 -6.900 -0.417  -0.19
H -1.182 3.297 2.464  0.07
H -2.193 -9.135 -0.424  0.11
C 1.147 -1.561 -0.652  -0.52
H -2.185 6.596 0.648  0.07
C 1.032 -1.780 -2.148  -0.03
H -2.919 -7.016 -1.313  0.11
H 2.765 1.730 1.351  0.09
C -0.612 -1.709 0.460  -0.10
H -0.540 4.675 -1.601  0.12
H -0.519 -8.326 -2.022  0.11
H -2.260 2.745 -1.788  0.07
H 3.275 -1.895 -0.640  0.09
H 1.617 5.745 0.405  0.08
H -0.800 0.603 -2.711  0.08
C -0.294 -8.108 -0.966  -0.17
C 2.549 -1.178 -0.229  -0.02
H -1.137 5.202 2.832  0.07
H -2.313 5.306 -0.589  0.08
C 0.873 0.710 2.208  -0.22
C 0.617 5.989 0.007  -0.06
H -1.535 -1.894 -0.098  0.12
C -0.413 1.499 -2.196  -0.23
Fe -0.093 1.438 0.165  0.58
H -2.599 4.922 1.086  0.09
H 1.420 3.915 1.541  0.06
H -0.020 -1.868 -2.445  0.09

Output
Total charge = -1
E_tot = -64973.78368 eV
Lowest unoccupied orbital energy (alpha / beta) = 2.24 / 2.24 eV
Multiplicity = 5
Energy above the lowest of the compared OMol25 structures with the same formula, charge and spin = 11.6 kcal per mole

Formula: C23H37N3O4
Source: the OMol25 dataset
Level of theory: ωB97M-V/def2-TZVPD

Last column: Löwdin charge in e.
Atoms and positions in Å:
C -5.498 -1.035 3.600  -0.03
H 6.518 0.057 2.654  0.08
C 3.646 -0.647 -3.555  -0.49
H -3.383 0.221 2.316  0.10
C -6.065 1.150 2.338  -0.18
H -0.521 3.873 2.138  0.08
C -6.034 -0.449 2.396  -0.13
H -5.653 -0.528 4.625  0.07
C -5.453 0.855 -0.043  -0.41
O -6.463 0.885 -0.812  0.07
H 7.370 -0.252 0.310  0.14
C 6.358 0.121 0.491  -0.50
H -4.332 1.162 -2.189  0.14
C 3.834 0.119 -4.855  -0.06
H -6.426 -1.127 1.564  0.12
H -4.867 -1.986 3.479  0.07
H -0.840 1.241 2.835  0.08
O 2.272 -0.595 -3.169  -0.08
H 6.680 1.954 -0.610  0.08
H 3.226 -0.315 -5.656  0.08
H -2.201 -1.959 -1.126  0.10
H -2.080 0.569 -2.931  0.12
H 6.998 2.093 1.132  0.08
C -1.557 -1.134 -1.577  -0.15
C -4.080 2.306 1.385  -0.23
C -2.319 0.255 -1.844  -0.17
H 1.095 -0.078 1.672  0.10
C 0.502 -1.991 2.955  -0.07
H 4.226 -0.170 -2.760  0.12
H 3.924 -2.638 -2.762  0.08
H 5.883 -1.430 1.920  0.08
H -1.870 1.095 -1.186  0.11
C -2.626 4.208 1.262  -0.12
C -3.116 1.309 2.060  0.03
H 3.510 1.157 -4.739  0.08
O -4.412 -0.046 -0.388  -0.06
H 0.937 -1.857 3.999  0.08
C -3.913 0.182 -1.741  -0.17
C 0.577 -1.090 1.700  -0.12
H 4.881 0.112 -5.169  0.08
N -0.110 -1.635 0.534  -0.15
H -7.180 1.468 2.362  0.13
N -3.901 3.647 0.977  0.08
C -0.170 -0.883 -0.759  -0.14
H -0.616 -4.137 2.974  0.07
H 0.737 -1.142 -1.448  0.11
C -0.678 -2.917 0.916  -0.08
H -0.025 0.228 -0.481  0.12
H 4.851 -0.014 2.043  0.08
H -2.381 5.305 1.006  0.11
C -1.529 3.359 1.931  -0.07
H 3.476 -2.608 -4.461  0.08
H -1.275 -3.586 0.200  0.11
N -5.461 1.758 1.112  -0.02
C 6.346 1.638 0.381  -0.07
H -1.217 -1.531 -2.611  0.11
H -4.295 -0.689 -2.401  0.14
C 4.076 -2.098 -3.700  -0.06
H 4.616 -0.109 -0.365  0.08
H 5.129 -2.171 -3.979  0.08
H 1.750 -1.015 -3.866  0.09
H -5.605 1.613 3.289  0.13
C -0.327 -3.197 2.403  -0.09
C -1.668 1.860 2.364  -0.01
H 5.333 2.031 0.514  0.08
O 5.515 -0.434 -0.516  -0.07
C 5.880 -0.339 1.859  -0.06

Output
E_tot = -37101.19115 eV
SMILES = C=CCN(C(=O)OCCCCn1cccc1)c1ccccn1.CC(C)O.CC(C)O
Lowest unoccupied orbital energy = 0.17 eV
Energy above the lowest of the compared OMol25 structures with the same formula, charge and spin = 245.5 kcal per mole

Formula: C23H37NO3
Source: the OMol25 dataset
Level of theory: ωB97M-V/def2-TZVPD

Last column: Löwdin charge in e.
Atoms and positions in Å:
C 4.278 -0.738 -0.030  -0.48
H 2.863 -1.093 2.307  0.07
C -6.626 1.060 0.497  -0.18
C 5.517 1.482 -0.052  -0.19
C 2.050 -1.855 -0.336  -0.20
H -1.961 1.807 0.046  0.11
H 2.035 -2.669 -2.314  0.11
N 3.115 -0.995 -0.696  0.12
H -1.716 -4.836 -0.515  0.07
C -1.182 1.045 0.023  -0.20
O -4.209 1.100 0.518  -0.11
C 0.640 2.791 0.294  -0.21
H -3.090 -1.753 -0.729  0.12
H 1.746 0.114 1.690  0.07
C -1.259 -4.493 0.410  -0.05
C -0.112 -3.571 0.131  -0.29
C 5.237 0.165 -0.794  -0.10
H 2.043 3.368 -1.233  0.11
H 6.499 1.849 -0.360  0.11
H -1.008 0.723 1.051  0.12
H -5.468 -1.273 0.674  0.14
C 2.032 3.254 -0.146  -0.21
H 1.187 -1.063 2.885  0.08
H -6.683 0.638 1.512  0.13
H -0.060 3.626 0.221  0.11
H -7.516 1.657 0.296  0.13
H 4.854 3.521 0.063  0.11
H 0.851 0.831 -0.594  0.09
H -5.519 -1.536 -1.097  0.13
H 5.558 1.276 1.019  0.12
H -0.116 -2.728 2.085  0.12
C 4.484 2.574 -0.335  -0.21
H -2.814 -0.966 0.832  0.13
C 1.827 -0.921 2.018  -0.02
H -0.067 1.976 -1.567  0.12
H 4.876 0.376 -1.802  0.11
H -4.178 0.508 -1.455  0.16
H 4.379 2.696 -1.417  0.11
C 1.564 -2.689 -1.340  -0.02
C 0.499 -3.537 -1.115  -0.05
H -2.015 -3.996 1.014  0.07
H 2.821 1.269 -0.034  0.07
C 3.120 2.268 0.275  -0.22
C -1.658 -0.154 -0.792  -0.19
H 2.245 4.233 0.289  0.11
H -5.309 2.658 1.157  0.13
H 3.207 2.267 1.364  0.13
H -1.830 0.150 -1.828  0.12
C -2.932 -0.791 -0.238  -0.14
H 3.101 -0.737 -1.674  0.14
H -0.871 -0.912 -0.796  0.09
H -0.911 -5.366 0.961  0.08
H 0.143 -4.174 -1.912  0.11
C -5.464 -0.782 -0.311  -0.16
H 0.680 2.491 1.344  0.11
O 4.549 -1.183 1.062  0.07
C 0.368 -2.724 1.118  -0.01
C -4.185 0.058 -0.447  -0.33
C -5.357 1.904 0.370  -0.18
C 1.430 -1.850 0.918  -0.19
H -5.345 2.396 -0.615  0.13
C 0.108 1.629 -0.546  -0.21
O -6.619 0.017 -0.455  -0.13
H 6.174 -0.391 -0.872  0.12

Output
E_tot = -32084.92234 eV
SMILES = Cc1ccc(NC(=O)CCCCCCCCCC[C@H]2COCCO2)c(C)c1
Lowest unoccupied orbital energy = 0.74 eV
Energy above the lowest of the compared OMol25 structures with the same formula, charge and spin = 7.1 kcal per mole

Copy entry 2 word for word.
Formula: C23H37FeO3
Source: the OMol25 dataset
Level of theory: ωB97M-V/def2-TZVPD

Last column: Löwdin charge in e.
Atoms and positions in Å:
H -1.322 -8.321 0.920  0.11
H 2.021 3.549 -0.954  0.08
C -0.325 3.650 -1.093  -0.40
C -1.176 2.600 -1.769  -0.15
H -2.932 -6.589 0.413  0.12
H 2.645 -1.175 0.862  0.08
H 1.869 1.138 -2.215  0.07
C 1.736 1.793 1.746  -0.17
O 0.126 -0.551 -0.187  -0.21
C -0.335 5.650 2.213  -0.07
C 1.021 1.796 -1.934  -0.23
C -1.591 -8.259 -0.147  -0.17
H -0.442 6.745 2.157  0.07
H 0.173 -3.591 -0.426  0.10
H 0.620 -6.447 0.080  0.12
H -1.291 0.758 2.998  0.08
H 0.683 5.395 2.577  0.08
C -0.395 1.288 2.615  -0.18
H 1.220 -0.295 2.443  0.07
H 0.531 -6.172 -1.673  0.12
H -0.768 -1.507 1.524  0.11
C -0.535 5.243 0.689  -0.52
H 0.493 7.062 0.205  0.08
C -0.009 -6.598 -0.815  -0.21
O -1.259 -5.890 -0.642  -0.15
C 1.012 2.996 1.925  -0.19
H 1.558 -2.701 -2.444  0.09
H 1.496 -0.950 -2.693  0.07
O -0.683 3.781 0.316  -0.25
C -1.988 5.552 0.427  -0.06
H 0.722 5.903 -1.080  0.07
C -0.282 2.700 2.449  -0.18
H 1.072 -2.993 1.043  0.12
C 0.491 -2.707 0.154  -0.08
H 0.532 -8.746 -0.626  0.11
C 1.105 3.078 -1.363  -0.12
H 2.809 -0.187 -0.623  0.08
C -2.282 -6.900 -0.417  -0.19
H -1.182 3.297 2.464  0.07
H -2.193 -9.135 -0.424  0.11
C 1.147 -1.561 -0.652  -0.52
H -2.185 6.596 0.648  0.07
C 1.032 -1.780 -2.148  -0.03
H -2.919 -7.016 -1.313  0.11
H 2.765 1.730 1.351  0.09
C -0.612 -1.709 0.460  -0.10
H -0.540 4.675 -1.601  0.12
H -0.519 -8.326 -2.022  0.11
H -2.260 2.745 -1.788  0.07
H 3.275 -1.895 -0.640  0.09
H 1.617 5.745 0.405  0.08
H -0.800 0.603 -2.711  0.08
C -0.294 -8.108 -0.966  -0.17
C 2.549 -1.178 -0.229  -0.02
H -1.137 5.202 2.832  0.07
H -2.313 5.306 -0.589  0.08
C 0.873 0.710 2.208  -0.22
C 0.617 5.989 0.007  -0.06
H -1.535 -1.894 -0.098  0.12
C -0.413 1.499 -2.196  -0.23
Fe -0.093 1.438 0.165  0.58
H -2.599 4.922 1.086  0.09
H 1.420 3.915 1.541  0.06
H -0.020 -1.868 -2.445  0.09

Output
Total charge = -1
E_tot = -64973.78368 eV
Lowest unoccupied orbital energy (alpha / beta) = 2.24 / 2.24 eV
Multiplicity = 5
Energy above the lowest of the compared OMol25 structures with the same formula, charge and spin = 11.6 kcal per mole